11 unconnected molecules or ions with the total composition C25H72N8O11. Source: the OMol25 dataset; level of theory: ωB97M-V with the def2-TZVPD basis set.

Structure (ORCA input):
```
! RIJCOSX wB97M-V def2-TZVPD def2/J DEFGRID3
* xyz 0 1
N -3.0547 0.4945 2.3439
C -4.0727 -0.2825 2.2609
N -3.9987 -1.1205 1.3089
O -5.1727 -0.1345 3.0289
H -3.1537 1.2185 3.1129
H -2.2057 0.3435 1.7159
H -4.7267 -1.8455 1.2309
H -3.1767 -1.1695 0.6739
N 2.4493 2.2425 0.0709
C 3.5333 2.1135 0.7169
N 4.2603 3.1695 0.8519
O 3.9603 0.8585 1.1879
H 1.7553 1.4625 0.0429
H 1.9893 3.1515 -0.0081
H 4.9653 3.0985 1.5889
H 4.0153 4.0245 0.4519
N 3.2063 -1.0245 -0.7731
C 2.9183 -0.6505 -2.0151
N 2.7503 0.6035 -2.1451
O 2.6553 -1.5095 -3.0491
H 3.2143 -2.0955 -0.6421
H 3.6633 -0.3635 -0.1241
H 2.5663 0.9805 -3.0951
H 2.7503 1.3065 -1.3771
N 0.9933 0.1015 0.4859
C -0.0967 -0.1185 -0.1331
N 0.0603 -0.1255 -1.4371
O -1.3637 -0.2175 0.4329
H 0.9133 0.1435 1.5159
H 1.8113 -0.4245 0.0879
H -0.7077 -0.3975 -2.0581
H 0.9703 0.0645 -1.8791
C 2.2893 -1.0105 3.4309
C 1.4483 0.1355 3.9909
C 2.2983 1.3285 4.2999
O 0.5603 0.4935 3.2379
H 2.6023 -0.7825 2.4359
H 1.8063 -1.9985 3.3879
H 3.1713 -1.2065 3.9979
H 1.0063 -0.2055 4.8929
H 2.9733 1.0975 5.1079
H 1.7903 2.2035 4.6139
H 2.9703 1.5125 3.4679
H -0.0877 1.0735 3.6689
C -0.5887 2.9295 1.4399
C 0.0363 4.2755 1.7459
C 0.8193 4.2305 3.0209
O 0.7733 4.7075 0.8559
H 0.1603 2.2165 1.6849
H -0.8957 2.8365 0.3669
H -1.4027 2.7755 1.9869
H -0.8007 4.9205 1.7599
H 0.9543 5.1915 3.4589
H 1.8313 3.8625 2.8179
H 0.4163 3.5505 3.8119
H 0.6853 5.7135 0.8669
C -2.5417 2.4795 -2.0191
C -3.8117 3.0265 -1.5201
C -3.8347 3.1185 -0.0031
O -4.1297 4.1145 -1.9191
H -2.5427 2.6325 -3.0821
H -2.2917 1.4175 -2.0451
H -1.6827 3.0095 -1.6791
H -4.6537 2.3465 -1.6881
H -3.7537 2.1765 0.4779
H -4.8047 3.4695 0.4149
H -3.0537 3.7465 0.3999
H -3.4557 4.7155 -1.6911
C -0.9757 -2.2625 3.1339
C -2.0347 -3.3295 3.1609
C -1.9967 -4.1265 1.8499
O -2.0967 -4.0975 4.1319
H -0.0387 -2.7125 2.9059
H -0.8147 -1.6825 4.0149
H -1.1867 -1.4425 2.4199
H -2.9607 -2.7495 3.2129
H -2.8237 -4.8345 1.5629
H -1.0107 -4.6315 1.7639
H -2.1317 -3.3975 1.0819
H -2.0647 -3.6575 4.9889
C -0.9527 -2.8345 -3.4101
C -2.1867 -1.9005 -3.1691
C -2.8157 -2.1115 -1.8451
O -1.8937 -0.7225 -3.2571
H -0.0247 -2.4575 -2.9641
H -0.6847 -2.8545 -4.4431
H -1.0267 -3.8635 -3.0391
H -3.0147 -1.9925 -3.9461
H -2.1017 -2.1815 -1.0651
H -3.4087 -3.0415 -1.7911
H -3.5597 -1.3625 -1.5751
H -2.6997 -0.1575 -3.3291
C 1.8623 0.6795 -6.8151
C 1.5843 1.2335 -5.4451
C 0.4433 0.4755 -4.6971
O 2.5543 1.4785 -4.7011
H 1.0073 0.4315 -7.4191
H 2.5403 -0.2185 -6.8151
H 2.4483 1.3945 -7.3951
H 1.1533 2.1865 -5.6001
H -0.4557 0.4125 -5.2761
H 0.3093 0.9965 -3.7801
H 0.8153 -0.5345 -4.4491
H 3.0143 2.1615 -5.1801
C 0.6603 -3.2475 -0.1991
C 1.9303 -3.4155 0.6429
C 1.9563 -4.6185 1.5649
O 2.9453 -3.5855 -0.0461
H -0.1377 -2.7735 0.3429
H 0.2213 -4.2295 -0.5291
H 0.9033 -2.7365 -1.0811
H 2.0933 -2.5825 1.2159
H 1.7573 -5.5895 1.1079
H 1.2303 -4.4685 2.3809
H 2.9293 -4.7085 2.0609
H 2.8113 -4.3385 -0.6511
*
```

Results
Structure (SMILES)   NC(N)=O.NC(N)=O.NC(N)=O.NC(N)=O.CC(C)O.CC(C)O.CC(C)O.CC(C)O.CC(C)O.CC(C)O.CC(C)O
Max |F|   13.55 eV Å⁻¹
Relative energy (zero: lowest compared OMol25 entry of this formula, charge and spin)   1465.6 kJ/mol
E_LUMO   -0.26 eV
Kohn-Sham gap   8.0 eV
E_HOMO   -0.302 hartree

These are the Mulliken partial charges, in e, on atoms 1 to 5: atom 1 (N): 0.080, atom 2 (C): 0.140, atom 3 (N): 0.006, atom 4 (O): -0.862, atom 5 (H): 0.176

***

12 unconnected molecules or ions with the total composition C25H74NO25S. Source: the OMol25 dataset; level of theory: ωB97M-V with the def2-TZVPD basis set.

Structure (ORCA input):
```
! RIJCOSX wB97M-V def2-TZVPD def2/J DEFGRID3
* xyz -1 1
C 1.8729 1.2184 -6.4366
N 1.6629 0.4134 -5.0956
C 1.3419 -0.9796 -5.3406
C 2.9429 0.5304 -4.3596
C 0.5729 1.1944 -4.3666
C -0.1121 0.4364 -3.2056
O -1.1891 1.2254 -2.6816
H 0.9339 1.0634 -6.9406
H 2.5279 0.7004 -6.8986
H 2.1549 2.3324 -6.2606
H 0.3539 -1.0566 -5.6636
H 1.4949 -1.5436 -4.5646
H 2.2729 -1.5696 -5.8986
H 2.8659 -0.0546 -3.4036
H 3.4639 1.4064 -4.2056
H 3.5969 0.0144 -4.8266
H -0.2251 1.7234 -4.9436
H 1.1659 1.9774 -3.9106
H 0.5659 -0.0176 -2.4286
H -0.6131 -0.3536 -3.6646
H -1.5601 0.7414 -1.7716
S -0.5491 0.1944 0.5924
O -0.5711 -0.6416 1.8104
O -1.5511 -0.1396 -0.4746
O -0.7651 1.5464 1.0634
O 0.8199 0.1044 0.0114
C -3.1151 -2.1446 -2.6266
C -3.0891 -2.8936 -3.8736
O -4.4001 -2.7986 -4.2756
O -1.9301 -2.1396 -1.9396
H -3.9101 -2.4996 -1.9836
H -3.1931 -1.1516 -2.8256
H -3.0241 -3.9706 -3.5226
H -2.3011 -2.6616 -4.6336
H -4.6651 -3.6306 -4.1466
H -1.6971 -1.3576 -1.4856
C -2.9401 -2.9106 1.2954
C -2.3021 -4.2656 0.9624
O -2.6771 -4.6726 -0.3196
O -2.3301 -2.3726 2.3964
H -4.0641 -2.9366 1.6184
H -2.7831 -2.2816 0.5904
H -2.8931 -4.9656 1.5974
H -1.3061 -4.0356 1.1014
H -2.3891 -3.9006 -0.7436
H -1.5691 -1.7736 2.3194
C 1.5709 2.5514 3.4404
C 2.1269 3.5724 4.5264
O 3.2509 3.0164 5.1124
O 0.6049 3.3144 2.6384
H 1.1009 1.5514 3.8884
H 2.3309 2.2934 2.6644
H 1.5649 3.9584 5.3494
H 2.7239 4.3254 4.1054
H 3.7459 2.6734 4.5054
H 0.3279 2.4724 2.1314
C -3.4461 -0.1146 5.2504
C -2.3331 0.6594 4.5674
O -1.2491 -0.2486 4.3064
O -4.0261 -0.8526 4.2664
H -4.1981 0.5764 5.6514
H -3.0491 -0.4566 6.2044
H -2.0031 1.4064 5.1134
H -2.6271 0.9374 3.6484
H -0.8211 -0.1366 3.4214
H -3.2521 -1.2316 3.7324
C 4.3229 -0.5516 0.4284
C 5.4929 0.4524 0.3274
O 6.4729 -0.1526 -0.5186
O 3.2099 0.1664 1.1024
H 4.5719 -1.3366 1.0264
H 4.0649 -0.8946 -0.6146
H 6.0509 0.6904 1.2274
H 5.1299 1.4844 0.1814
H 6.4399 -0.0226 -1.4946
H 2.5309 0.0774 0.6044
C -4.5391 0.2994 1.0744
C -5.8921 -0.3196 1.3444
O -6.3291 0.0334 2.6604
O -4.0661 0.0974 -0.2426
H -3.9591 -0.0496 1.7464
H -4.3901 1.2694 1.4054
H -5.7511 -1.2706 1.2274
H -6.6111 0.2444 0.5244
H -5.6321 -0.0626 3.2814
H -3.0381 -0.0106 -0.4406
C 2.3499 -1.0656 3.8154
C 1.9399 -2.4006 3.0144
O 0.6709 -2.7526 2.8834
O 3.5949 -0.7566 3.6464
H 2.0379 -0.9926 4.7334
H 1.7059 -0.3006 3.3234
H 2.5849 -3.1226 3.4274
H 2.4169 -2.3106 1.9724
H 0.2649 -2.0856 2.4354
H 3.7849 -0.1716 2.7494
C 2.7289 2.8514 -0.8086
C 3.5889 3.6874 -1.8136
O 3.6609 5.0054 -1.4596
O 2.3119 1.6744 -1.5176
H 1.9059 3.0764 -0.4126
H 3.4429 2.2664 -0.0666
H 3.2419 3.6314 -2.6996
H 4.6059 3.4464 -1.7646
H 2.8719 5.3774 -1.8846
H 1.7819 1.3214 -0.8106
C 1.2169 -3.0376 -0.9716
C 2.1679 -4.2936 -1.1916
O 1.4239 -5.4936 -0.8526
O 1.9829 -1.7976 -1.1996
H 1.0509 -2.9566 -0.0076
H 0.2909 -3.2456 -1.7306
H 2.9609 -4.0576 -0.5926
H 2.4339 -4.4846 -2.1256
H 0.9889 -5.4776 -0.0256
H 1.4569 -1.1276 -0.7496
C -3.0411 4.2384 1.1284
C -2.5491 4.0264 -0.2596
O -1.1971 3.8964 -0.1736
O -2.7651 3.0334 1.8384
H -4.0521 4.5424 1.3564
H -2.5091 5.0264 1.6474
H -2.7011 4.9294 -0.8086
H -2.9071 2.9974 -0.7556
H -0.9551 2.9474 0.3354
H -2.1111 2.4404 1.3544
*
```

Results
Max |F|   10.89 eV Å⁻¹
Relative energy (zero: lowest compared OMol25 entry of this formula, charge and spin)   170.2 kJ/mol
E_LUMO   0.88 eV
Kohn-Sham gap   7.2 eV
E_HOMO   -0.234 hartree

These are the Mulliken partial charges, in e, on atoms 1 to 5: atom 1 (C): -1.133, atom 2 (N): 0.598, atom 3 (C): -1.046, atom 4 (C): -1.741, atom 5 (C): -1.006

***

A molecular structure, C25H7F7N5O2S2Ti. Source: the OMol25 dataset; level of theory: ωB97M-V with the def2-TZVPD basis set.

Structure (ORCA input):
```
! RIJCOSX wB97M-V def2-TZVPD def2/J DEFGRID3
* xyz -1 1
Ti -0.6535 0.0966 -0.7474
F 3.4845 -3.3060 -1.8212
C 3.9564 -2.2380 -1.1481
F 3.8155 -2.4910 0.1553
F 5.2762 -2.1682 -1.4061
C 3.2531 -0.9754 -1.5627
C 3.9422 0.0594 -2.1606
C 3.2860 1.2275 -2.5409
C 1.9393 1.3284 -2.2779
N 1.2722 0.3232 -1.7039
C 1.8745 -0.8277 -1.3476
S 0.7609 -1.9423 -0.6397
H 5.0058 -0.0468 -2.3258
H 3.8137 2.0469 -3.0044
H 1.3629 2.2173 -2.5021
O -2.8662 2.5540 -2.8745
C -2.7528 1.5267 -2.2637
O -1.5752 0.9124 -2.1202
C -3.9170 0.8290 -1.6141
C -5.1576 1.4232 -1.8536
C -6.3198 0.9209 -1.3053
C -6.2530 -0.2022 -0.4904
C -5.0355 -0.8061 -0.2448
C -3.8533 -0.3098 -0.8006
S -2.4153 -1.2796 -0.3790
H -5.1710 2.3068 -2.4766
H -7.2676 1.4048 -1.5008
H -7.1505 -0.6071 -0.0401
H -4.9799 -1.6781 0.3936
F -1.5276 -0.3849 2.5677
C -0.2356 -0.2347 2.2762
C 0.6507 -1.0589 2.8993
F 0.1462 -1.9885 3.7209
C 2.0622 -0.9822 2.7274
C 2.4447 0.0999 1.8848
C 1.5603 0.9415 1.2846
F 2.0741 1.9493 0.5680
C 0.1521 0.7815 1.3558
C -0.8426 1.6749 0.6971
C -0.3575 2.8358 -0.0088
N -0.0065 3.7281 -0.6452
C -2.1413 1.9104 1.2807
N -3.1955 2.1284 1.6850
F 3.7481 0.3274 1.6593
C 2.9719 -1.8486 3.3353
C 4.3842 -1.7307 3.1817
N 5.5341 -1.6804 3.1161
C 2.5802 -2.9437 4.1592
N 2.3229 -3.8236 4.8581
*
```

Results
Max |F|   0.61 eV Å⁻¹
Relative energy (zero: lowest compared OMol25 entry of this formula, charge and spin)   4.1 kJ/mol
E_LUMO (spin up / spin down)   0.99 / 0.99 eV
Kohn-Sham gap (spin up / spin down)   6.1 / 6.1 eV
E_HOMO (spin up / spin down)   -0.188 / -0.188 hartree

These are the Mulliken partial charges, in e, on atoms 1 to 5: atom 1 (Ti): 0.035, atom 2 (F): -0.249, atom 3 (C): 0.462, atom 4 (F): -0.087, atom 5 (F): -0.328

***

- Which of these has the lowest max |F|?
  C25H7F7N5O2S2Ti